(1)
The following is a DFT calculation (the ωB97M-V functional and the def2-TZVPD basis) of a structure of composition C37H41Cl6N5O10Si4TeZr at a distorted geometry.

Properties
Molar mass, g mol⁻¹: 1259.6
Kohn-Sham gap, eV: 4.604
Energy relative to the best compared isomer or geometry (same formula, charge and spin), kcal per mole: 0.7
Total energy, eV: -182181.53301

Structure (XYZ):
```
105
Properties=species:S:1:pos:R:3:forces:R:3
Zr 1.104 0.976 -0.521 -1.133 -1.552 0.910
Cl -2.128 3.147 -7.151 -0.002 -0.007 0.004
C -1.308 2.492 -5.771 0.080 -0.054 -0.046
C -1.738 2.819 -4.501 -0.073 0.048 0.095
C -1.066 2.294 -3.414 0.068 -0.101 0.068
Cl -1.590 2.714 -1.814 0.112 0.205 -0.166
C 0.034 1.434 -3.541 0.021 -0.067 -0.007
O 0.678 0.958 -2.481 0.153 0.597 -0.052
C 0.427 1.131 -4.852 -0.075 -0.064 0.139
Cl 1.756 0.055 -5.111 -0.007 -0.013 -0.072
C -0.226 1.648 -5.955 -0.039 0.028 -0.066
H -2.583 3.476 -4.353 0.011 -0.007 0.002
H 0.107 1.387 -6.949 -0.003 0.000 0.008
O 3.511 -2.257 0.299 0.002 0.076 -0.043
C 2.987 -1.221 0.620 0.131 -0.088 -0.186
O 2.581 -0.324 -0.289 0.019 0.097 -0.025
C 2.821 -0.833 2.051 -0.094 0.006 -0.065
C 3.624 -1.460 2.981 0.069 -0.129 0.008
C 3.541 -1.112 4.318 -0.129 -0.167 -0.052
C 2.656 -0.144 4.744 -0.066 0.075 0.245
C 1.822 0.451 3.827 0.011 -0.081 -0.027
C 1.865 0.137 2.444 0.009 -0.049 0.095
O 1.090 0.713 1.595 0.339 0.623 -0.267
N 0.906 1.474 4.330 0.042 0.178 -0.085
O -0.176 1.607 3.788 0.078 -0.034 0.075
O 1.288 2.155 5.265 -0.018 -0.081 0.000
N 4.413 -1.765 5.297 0.505 0.610 -0.108
O 5.232 -2.558 4.878 -0.191 -0.208 0.030
O 4.332 -1.397 6.453 -0.191 -0.212 0.025
H 4.321 -2.220 2.659 -0.012 0.002 -0.024
H 2.612 0.140 5.785 -0.003 -0.005 -0.003
O 7.356 -0.367 -4.540 0.030 0.025 0.053
C 7.392 0.875 -4.015 -0.055 -0.042 -0.162
O 8.345 1.578 -4.187 0.017 0.031 0.071
C 6.182 1.316 -3.246 -0.014 0.035 0.078
C 6.322 2.377 -2.354 0.003 -0.010 0.002
C 5.246 2.811 -1.604 -0.018 -0.043 0.063
C 3.999 2.196 -1.748 0.277 -0.022 -0.046
C 3.857 1.156 -2.652 -0.101 0.024 -0.047
C 4.938 0.723 -3.398 0.025 -0.013 -0.027
N 2.857 2.555 -0.969 0.058 0.545 0.361
C 2.804 3.673 -0.338 0.248 -0.538 -0.484
C 1.657 3.978 0.496 -0.559 0.026 0.351
C 1.589 5.127 1.266 0.116 -0.124 -0.164
C 0.487 5.312 2.088 -0.204 -0.071 0.081
C -0.503 4.345 2.116 0.144 0.237 0.064
C -0.364 3.223 1.316 0.019 -0.186 -0.150
N 0.684 3.047 0.516 -0.002 0.323 -0.035
H 6.587 -0.860 -4.229 -0.004 -0.026 0.013
H 7.294 2.840 -2.251 -0.011 0.008 0.012
H 5.405 3.601 -0.884 0.008 0.009 0.027
H 2.899 0.684 -2.807 -0.007 -0.002 0.058
H 4.775 -0.074 -4.115 -0.008 0.073 0.043
H 3.597 4.413 -0.377 0.064 0.013 -0.134
H 2.392 5.852 1.231 0.008 -0.007 -0.011
H 0.410 6.195 2.709 0.006 -0.008 -0.005
H -1.363 4.434 2.764 -0.004 -0.016 -0.007
H -1.095 2.423 1.332 0.026 -0.001 -0.057
C -4.580 -1.600 4.100 -0.061 -0.055 0.030
Si -3.187 -0.870 3.078 0.004 0.017 -0.084
C -3.246 1.003 3.179 -0.065 0.101 -0.031
C -1.532 -1.429 3.752 0.033 -0.075 0.027
Si -3.364 -1.501 0.825 0.175 0.164 0.261
Te -1.203 -0.722 -0.166 0.315 0.146 -0.638
Si -3.184 -3.806 0.458 0.001 0.018 0.004
C -1.787 -4.480 1.506 0.046 -0.011 0.036
C -2.825 -4.140 -1.348 0.011 -0.007 -0.041
C -4.795 -4.635 0.951 -0.074 -0.032 -0.008
Si -5.038 -0.449 -0.424 0.035 -0.021 0.033
C -6.726 -0.901 0.260 -0.060 -0.042 0.024
C -4.810 1.408 -0.332 -0.019 0.077 0.008
C -4.906 -0.993 -2.210 0.006 -0.026 -0.045
H -4.507 -1.282 5.143 -0.005 0.001 -0.001
H -4.543 -2.692 4.081 -0.024 0.021 0.007
H -5.558 -1.291 3.720 0.009 -0.017 0.015
H -3.163 1.333 4.218 0.036 0.006 -0.014
H -4.170 1.410 2.764 -0.003 -0.019 0.018
H -2.401 1.421 2.627 -0.073 -0.046 0.047
H -1.377 -1.016 4.754 -0.002 -0.008 -0.004
H -0.732 -1.067 3.102 -0.010 -0.017 0.013
H -1.460 -2.517 3.813 0.010 0.038 0.000
H -0.877 -3.895 1.349 -0.004 -0.021 0.025
H -1.576 -5.519 1.238 -0.002 0.000 0.002
H -2.038 -4.452 2.569 0.021 0.008 -0.023
H -1.963 -3.556 -1.680 -0.024 -0.020 -0.014
H -3.676 -3.885 -1.983 0.032 0.009 0.004
H -2.599 -5.200 -1.495 -0.004 0.000 -0.006
H -5.041 -4.440 1.997 -0.014 -0.002 -0.022
H -4.725 -5.719 0.819 -0.004 0.004 0.006
H -5.626 -4.279 0.335 0.006 -0.012 0.032
H -6.842 -0.543 1.286 -0.008 -0.022 -0.009
H -6.879 -1.983 0.261 -0.009 0.031 0.016
H -7.520 -0.451 -0.343 0.000 0.000 0.007
H -5.037 1.791 0.664 0.008 0.000 -0.018
H -5.465 1.913 -1.048 0.003 -0.001 0.011
H -3.778 1.665 -0.575 -0.015 0.003 0.016
H -5.175 -2.046 -2.328 0.019 0.033 -0.003
H -3.883 -0.859 -2.573 -0.016 -0.019 -0.007
H -5.576 -0.401 -2.839 0.001 -0.007 -0.008
Cl 3.466 -5.008 -3.750 -0.010 -0.032 -0.004
C 3.778 -3.291 -3.502 -0.085 0.109 0.055
Cl 4.157 -2.517 -5.067 -0.018 -0.078 -0.086
Cl 5.132 -3.059 -2.400 0.053 0.035 0.036
C 2.574 -2.654 -2.960 0.067 -0.050 -0.019
N 1.622 -2.146 -2.574 0.047 -0.045 -0.006
```
Positions in Å, forces in eV/Å.

Results of the Mulliken charge analysis, in e, for atoms 1 through 8: atom 1 (Zr): 0.93, atom 2 (Cl): -0.22, atom 3 (C): 0.40, atom 4 (C): -1.00, atom 5 (C): 0.97, atom 6 (Cl): -0.13, atom 7 (C): -1.22, atom 8 (O): 0.27


(2)
The following is a DFT calculation (the ωB97M-V functional and the def2-TZVPD basis) of a structure of composition C39H40ClIrN12O3S.

Properties
Molar mass, g mol⁻¹: 984.6
Kohn-Sham gap, eV: 6.018
Energy relative to the best compared isomer or geometry (same formula, charge and spin), kcal per mole: 20.4
Total energy, eV: -91302.20919
Net charge: +2

Structure (XYZ):
```
97
Properties=species:S:1:pos:R:3:forces:R:3
Ir -0.594 0.915 0.049 0.355 0.788 0.129
C -0.674 1.100 4.385 0.063 0.009 0.003
C -1.107 0.989 3.066 -0.057 -0.058 0.085
N -0.228 1.047 2.073 -0.137 -0.027 -0.011
C 1.091 1.175 2.368 0.111 -0.074 -0.197
C 1.479 1.273 3.691 -0.021 0.000 0.114
N 0.604 1.247 4.694 0.046 0.016 -0.065
C 2.022 1.153 1.209 -0.100 0.118 0.198
C 3.397 1.223 1.243 0.010 0.014 0.031
C 4.131 1.123 0.054 0.008 0.011 -0.020
C 3.415 0.951 -1.137 0.039 -0.037 -0.030
C 2.036 0.917 -1.112 -0.102 -0.046 -0.223
N 1.389 1.030 0.043 -0.117 -0.040 -0.001
C 1.117 0.792 -2.275 0.123 -0.037 0.217
C 1.527 0.747 -3.597 -0.008 -0.029 -0.117
N 0.669 0.683 -4.611 0.073 0.008 0.079
C -0.621 0.669 -4.314 0.046 -0.030 0.019
C -1.071 0.711 -2.999 -0.069 -0.091 -0.106
N -0.210 0.768 -1.989 -0.072 -0.076 0.059
C 5.617 1.198 0.056 -0.074 -0.008 0.002
C 6.344 1.222 -1.130 0.011 -0.004 -0.070
C 7.729 1.291 -1.078 -0.010 0.002 0.094
N 8.415 1.345 0.058 0.000 0.003 0.003
C 7.725 1.328 1.194 -0.006 -0.005 -0.095
C 6.340 1.253 1.243 0.012 -0.027 0.074
H -1.384 1.079 5.203 -0.015 -0.026 -0.027
H -2.148 0.850 2.802 0.015 0.037 -0.026
H 2.524 1.372 3.958 -0.011 0.004 0.004
H 3.896 1.337 2.192 0.021 0.018 -0.021
H 3.929 0.835 -2.078 0.022 0.018 0.023
H 2.580 0.766 -3.850 -0.014 0.002 -0.008
H -1.321 0.627 -5.139 -0.020 0.003 0.030
H -2.123 0.724 -2.747 0.018 -0.006 0.030
H 5.871 1.194 -2.101 0.022 0.012 0.004
H 8.311 1.304 -1.992 -0.010 0.009 -0.010
H 8.303 1.374 2.108 -0.008 -0.007 0.009
H 5.866 1.228 2.214 0.022 -0.004 -0.007
C -4.035 -3.774 -1.569 -0.036 0.082 -0.060
C -3.953 -2.907 -0.363 -0.092 -0.036 -0.071
C -4.200 -3.300 0.930 -0.016 -0.014 0.046
C -4.043 -2.370 1.956 0.016 0.079 -0.020
N -3.673 -1.098 1.711 0.132 -0.121 0.048
C -3.443 -0.738 0.472 -0.031 0.261 0.088
S -3.010 0.912 0.045 -0.021 -0.332 -0.039
N -3.606 -1.617 -0.544 0.162 -0.101 -0.011
C -4.264 -2.734 3.383 -0.043 0.015 0.003
H -4.428 -4.754 -1.321 -0.017 -0.004 -0.003
H -3.036 -3.906 -1.995 0.003 -0.035 0.041
H -4.674 -3.316 -2.327 -0.007 0.005 0.022
H -4.503 -4.316 1.135 0.023 0.006 0.004
H -3.408 -1.286 -1.478 -0.013 0.042 -0.017
H -4.462 -3.795 3.510 -0.002 0.007 0.001
H -5.110 -2.164 3.773 0.002 -0.001 -0.007
H -3.391 -2.448 3.972 0.002 -0.006 -0.005
C -1.675 3.511 -1.232 0.075 0.304 0.078
N -0.681 3.101 -0.161 -0.094 -0.669 0.016
C -1.153 3.728 1.134 -0.072 0.310 -0.125
N -1.280 5.157 1.017 -0.029 0.043 -0.016
C -2.244 5.477 -0.042 0.044 -0.092 0.016
N -1.796 4.939 -1.331 -0.034 0.058 -0.006
C -0.492 5.517 -1.657 0.029 -0.066 0.023
N 0.495 5.194 -0.621 -0.032 0.033 0.006
C 0.629 3.765 -0.515 -0.121 0.240 0.001
C 0.020 5.730 0.660 0.005 -0.093 -0.012
H -2.643 3.081 -0.985 -0.013 -0.004 0.008
H -1.328 3.112 -2.184 0.043 -0.019 -0.001
H -0.425 3.499 1.909 0.056 -0.017 -0.007
H -2.118 3.287 1.388 0.020 -0.064 -0.021
H -2.346 6.558 -0.119 -0.008 0.010 0.001
H -3.214 5.046 0.212 -0.008 0.019 -0.002
H -0.586 6.598 -1.737 0.005 0.012 -0.010
H -0.150 5.122 -2.616 -0.001 0.018 -0.007
H 1.357 3.535 0.260 0.005 -0.045 0.055
H 0.971 3.365 -1.470 -0.025 -0.051 -0.023
H -0.071 6.812 0.583 0.002 0.013 0.001
H 0.745 5.493 1.440 0.004 0.023 0.003
C 1.242 -4.750 -1.858 -0.057 -0.003 0.066
C -0.049 -5.270 -1.288 -0.026 0.176 -0.101
C -0.903 -6.079 -2.025 -0.002 -0.017 -0.049
C -2.083 -6.557 -1.473 0.054 -0.086 -0.043
Cl -3.149 -7.538 -2.428 0.023 0.046 0.022
C -2.416 -6.263 -0.165 -0.019 0.008 0.115
C -1.586 -5.430 0.575 0.025 -0.151 0.079
C -0.427 -4.923 0.010 -0.020 0.075 0.067
O 0.450 -4.129 0.708 -0.001 -0.087 -0.004
C -0.061 -3.122 1.562 -0.044 0.156 -0.223
C 0.297 -1.770 0.938 0.054 -0.203 -0.063
O 1.460 -1.417 0.969 -0.124 0.102 -0.034
O -0.702 -1.108 0.396 0.140 -0.129 0.006
H 1.449 -5.199 -2.828 -0.011 0.012 0.000
H 2.072 -4.963 -1.185 0.015 -0.024 -0.031
H 1.203 -3.664 -1.970 0.013 -0.005 -0.015
H -0.649 -6.341 -3.044 0.017 -0.027 0.019
H -3.301 -6.699 0.279 0.006 0.007 -0.010
H -1.811 -5.243 1.618 -0.020 0.029 -0.014
H 0.477 -3.173 2.508 -0.077 -0.099 0.066
H -1.134 -3.216 1.724 -0.029 -0.029 -0.024
```
Positions in Å, forces in eV/Å.

Results of the Mulliken charge analysis, in e, for atoms 1 through 8: atom 1 (Ir): 0.80, atom 2 (C): -0.85, atom 3 (C): -0.44, atom 4 (N): 0.20, atom 5 (C): 0.09, atom 6 (C): 0.17, atom 7 (N): -0.55, atom 8 (C): -0.02


(3)
The following is a DFT calculation (the ωB97M-V functional and the def2-TZVPD basis) of a cluster of 6 separate species, C29H29BIN7O3 in total.

Properties
Molar mass, g mol⁻¹: 661.3
Kohn-Sham gap, eV: 8.757
Energy relative to the best compared isomer or geometry (same formula, charge and spin), kcal per mole: 0.0
Total energy, eV: -55894.86896

Structure (XYZ):
```
70
Properties=species:S:1:pos:R:3:forces:R:3
N 2.110 -5.744 -2.374 0.007 0.097 0.047
C 2.030 -5.118 -3.331 -0.148 -0.314 0.032
C 1.912 -4.365 -4.572 0.458 0.005 -0.281
C 2.629 -5.093 -5.758 0.290 -0.067 0.785
I 3.500 -3.592 -7.059 -0.123 0.078 -0.160
C 1.638 -5.830 -6.544 -0.392 -0.056 -0.596
N 0.848 -6.359 -7.195 0.259 0.021 0.327
O 3.669 -5.899 -5.317 -0.162 0.058 0.085
B 3.629 -7.277 -5.623 0.292 -0.415 -0.272
O 2.915 -8.142 -4.849 -0.686 0.575 -0.224
O 4.352 -7.726 -6.696 0.388 -0.089 0.590
H 0.864 -4.235 -4.822 -0.091 0.219 0.035
H 2.375 -3.393 -4.428 -0.111 0.106 0.105
H 2.213 -8.600 -5.325 0.222 -0.364 0.112
H 5.200 -7.268 -6.750 -0.243 0.211 -0.494
C 2.862 0.530 -1.549 0.003 0.018 -0.005
C 2.920 0.253 -2.907 -0.025 0.022 0.019
C 2.077 -0.725 -3.412 -0.048 -0.081 -0.065
N 1.222 -1.424 -2.667 0.035 -0.038 0.001
C 1.189 -1.149 -1.364 -0.088 -0.063 -0.030
C 1.978 -0.182 -0.759 0.015 -0.113 -0.021
H 3.495 1.293 -1.113 -0.002 0.002 0.012
H 3.598 0.782 -3.562 -0.005 -0.006 -0.020
H 2.080 -0.974 -4.468 0.077 0.096 -0.074
H 0.482 -1.729 -0.781 0.032 0.006 0.044
H 1.897 0.013 0.301 -0.003 0.089 -0.054
C -3.516 -3.029 -0.742 0.002 -0.025 -0.020
C -2.596 -2.207 -1.372 -0.018 -0.013 0.023
C -2.337 -0.956 -0.828 0.044 -0.044 -0.005
N -2.935 -0.502 0.275 -0.011 -0.038 -0.005
C -3.817 -1.304 0.869 0.009 0.070 0.028
C -4.141 -2.569 0.406 0.005 -0.009 -0.013
H -3.741 -4.012 -1.137 0.001 -0.002 -0.001
H -2.081 -2.525 -2.269 0.034 0.017 0.001
H -1.620 -0.282 -1.286 -0.082 -0.047 0.024
H -4.286 -0.908 1.763 -0.020 -0.036 0.008
H -4.865 -3.177 0.932 -0.007 0.009 0.015
C 0.385 2.155 4.544 -0.057 0.007 0.107
C 0.994 3.109 3.746 -0.021 -0.025 -0.020
C 1.518 2.714 2.525 0.030 0.027 -0.079
N 1.474 1.462 2.074 -0.003 0.021 0.144
C 0.886 0.556 2.852 0.005 -0.042 -0.072
C 0.328 0.848 4.087 0.007 0.034 -0.027
H -0.035 2.427 5.506 0.024 0.008 0.007
H 1.062 4.141 4.062 0.006 0.011 -0.004
H 1.998 3.433 1.869 -0.001 0.028 0.027
H 0.860 -0.457 2.462 -0.030 -0.011 0.035
H -0.139 0.069 4.675 0.001 -0.018 -0.006
C -1.736 4.585 -2.023 -0.010 0.023 0.004
C -0.839 3.895 -2.822 -0.008 0.018 0.018
C -0.566 2.571 -2.512 0.079 -0.110 -0.011
N -1.117 1.923 -1.488 0.047 0.212 -0.078
C -1.977 2.598 -0.727 0.000 -0.053 0.090
C -2.318 3.924 -0.953 0.034 0.004 -0.031
H -1.978 5.620 -2.231 -0.003 0.002 -0.002
H -0.359 4.370 -3.666 0.007 -0.012 -0.012
H 0.132 1.995 -3.112 0.009 0.028 -0.016
H -2.408 2.039 0.096 -0.032 -0.010 -0.003
H -3.024 4.424 -0.304 -0.005 -0.009 0.017
C -2.515 5.910 8.419 -0.011 0.019 0.010
C -2.843 5.379 7.183 0.003 0.007 0.020
C -2.092 4.318 6.702 0.021 -0.056 -0.050
N -1.069 3.779 7.362 -0.018 0.032 -0.025
C -0.765 4.301 8.548 0.056 -0.057 0.003
C -1.454 5.360 9.119 -0.020 0.006 -0.016
H -3.077 6.739 8.831 -0.003 0.004 0.002
H -3.663 5.777 6.601 -0.005 -0.010 -0.015
H -2.318 3.873 5.738 -0.026 0.029 -0.009
H 0.073 3.844 9.063 -0.004 0.022 0.032
H -1.163 5.743 10.088 0.016 -0.007 0.007
```
Positions in Å, forces in eV/Å.

Results of the Mulliken charge analysis, in e, for atoms 1 through 8: atom 1 (N): -0.48, atom 2 (C): 0.12, atom 3 (C): -0.22, atom 4 (C): 0.49, atom 5 (I): 0.11, atom 6 (C): 0.11, atom 7 (N): -0.43, atom 8 (O): -0.56